Entry from the OMol25 dataset: the molecule C4H8O2 (the ωB97M-V functional and the def2-TZVPD basis).

```
14
Properties=species:S:1:pos:R:3:mulliken_charge:R:1
C -0.325 1.751 0.248 -1.33
C -0.092 0.320 -0.223 0.53
C -1.030 -0.761 0.316 -1.14
O 1.201 -0.147 0.255 -0.35
C 1.612 -1.249 -0.400 0.08
O 1.387 -1.508 -1.553 -0.48
H -1.221 2.163 -0.233 0.37
H -0.455 1.840 1.332 0.32
H 0.517 2.384 -0.052 0.34
H -0.059 0.307 -1.315 0.33
H -1.152 -0.633 1.398 0.30
H -0.542 -1.730 0.131 0.33
H -1.998 -0.815 -0.182 0.32
H 2.158 -1.921 0.278 0.39
```

SMILES ... CC(C)OC=O
Total energy ... -307.68345 hartree
Lowest unoccupied orbital energy ... 1.05 eV
2S+1 ... 1
Orbital gap ... 11.708 eV
Net charge ... 0

***

Entry from the OMol25 dataset: a cluster of 2 separate species, C4H8O2 in total (the ωB97M-V functional and the def2-TZVPD basis).

```
14
Properties=species:S:1:pos:R:3:mulliken_charge:R:1
C 1.162 -0.435 -1.088 -0.39
O 0.115 -1.193 -1.153 -0.29
C -0.816 -1.406 -0.259 -0.19
C -0.776 -0.711 1.052 -0.73
C -1.205 0.712 0.760 0.15
O -0.434 1.626 0.561 -0.45
H 1.335 0.200 -0.232 0.24
H 2.285 2.609 -0.455 0.24
H 1.795 -0.472 -1.960 0.28
H -1.595 -2.072 -0.598 0.43
H 0.237 -0.712 1.486 0.30
H -1.474 -1.194 1.743 0.28
H -2.298 0.853 0.628 0.35
H 1.580 2.471 -0.260 -0.22
```

Total energy ... -307.51702 hartree
Lowest unoccupied orbital energy (spin up / spin down) ... 0.70 / 0.41 eV
2S+1 ... 1
Orbital gap (spin up / spin down) ... 8.148 / 7.916 eV
Net charge ... 0

***

Entry from the OMol25 dataset: the molecule C4H8O2 (the ωB97M-V functional and the def2-TZVPD basis).

```
14
Properties=species:S:1:pos:R:3:mulliken_charge:R:1
C -1.631 -0.173 -0.899 -0.93
C -0.713 -0.891 0.092 -0.30
O -0.233 -0.047 1.128 -0.38
C 0.729 0.867 0.675 -0.29
C 2.078 0.215 0.416 0.06
O 2.987 0.781 -0.139 -0.48
H -1.345 0.875 -1.038 0.31
H -2.666 -0.180 -0.552 0.27
H -1.586 -0.654 -1.880 0.29
H -1.249 -1.696 0.603 0.32
H 0.135 -1.357 -0.436 0.28
H 0.856 1.626 1.456 0.34
H 0.420 1.388 -0.241 0.15
H 2.173 -0.826 0.795 0.35
```

SMILES ... CCOCC=O
Total energy ... -307.65096 hartree
Lowest unoccupied orbital energy ... 0.98 eV
2S+1 ... 1
Orbital gap ... 10.694 eV
Net charge ... 0

***

Entry from the OMol25 dataset: a cluster of 2 separate species, C4H8O2 in total (the ωB97M-V functional and the def2-TZVPD basis).

```
14
Properties=species:S:1:pos:R:3:mulliken_charge:R:1
C 0.779 -0.585 1.565 -0.80
C -0.836 -0.864 -0.653 -0.27
C -0.291 -0.436 -1.975 -0.79
O 0.305 0.319 0.553 -0.15
C -0.080 1.561 0.931 0.12
O -0.805 2.234 0.262 -0.41
H 0.932 -1.528 1.045 0.33
H 1.704 -0.207 2.007 0.33
H 0.003 -0.727 2.322 0.35
H -1.709 -0.212 -0.450 0.08
H -0.426 0.610 -2.281 0.27
H -0.894 -1.065 -2.654 0.36
H 0.751 -0.739 -2.130 0.22
H 0.362 1.877 1.892 0.36
```

Total energy ... -307.52568 hartree
Lowest unoccupied orbital energy ... 0.81 eV
2S+1 ... 1
Orbital gap ... 8.797 eV
Net charge ... 0

***

Entry from the OMol25 dataset: a cluster of 2 separate species, C4H8O2 in total (the ωB97M-V functional and the def2-TZVPD basis).

```
14
Properties=species:S:1:pos:R:3:mulliken_charge:R:1
C -0.735 -0.493 -1.950 -0.57
C -1.708 0.120 -1.201 0.07
O -1.964 -0.055 0.132 -0.44
H -0.871 -0.672 -2.999 0.26
H 0.140 -0.903 -1.441 0.13
H -2.575 0.602 -1.708 0.30
H -1.093 -0.341 0.481 0.25
C 0.703 0.964 1.640 -0.70
C 1.427 -0.167 1.446 -0.05
O 1.748 -0.762 0.184 -0.47
H 0.480 1.193 2.632 0.28
H 0.319 1.577 0.774 0.27
H 1.673 -0.843 2.230 0.35
H 2.455 -0.222 -0.220 0.33
```

SMILES ... C=CO.C=CO
Total energy ... -307.59974 hartree
Lowest unoccupied orbital energy ... 0.84 eV
2S+1 ... 1
Orbital gap ... 9.503 eV
Net charge ... 0

***

Entry from the OMol25 dataset: the molecule C4H8O2 (the ωB97M-V functional and the def2-TZVPD basis).

```
14
Properties=species:S:1:pos:R:3:mulliken_charge:R:1
O -1.337 -0.570 0.580 -0.44
C -0.389 -1.489 1.152 -0.67
C 0.008 -0.166 0.665 0.91
O 0.253 0.880 1.540 -0.53
C 0.001 1.071 -1.509 -1.15
C 0.727 0.040 -0.646 -0.50
H -1.063 0.821 -1.565 0.34
H -0.202 -2.380 0.552 0.24
H -0.504 -1.662 2.222 0.25
H -0.491 0.911 2.157 0.35
H 0.095 2.076 -1.086 0.27
H 0.403 1.085 -2.527 0.34
H 0.784 -0.921 -1.169 0.29
H 1.753 0.358 -0.432 0.30
```

SMILES ... CC[C@]1(O)CO1
Total energy ... -307.65150 hartree
Lowest unoccupied orbital energy ... 0.96 eV
2S+1 ... 1
Orbital gap ... 11.058 eV
Net charge ... 0

***

Entry from the OMol25 dataset: the molecule C4H8O2 (the ωB97M-V functional and the def2-TZVPD basis).

```
14
Properties=species:S:1:pos:R:3:mulliken_charge:R:1
C 0.967 -0.885 1.817 -1.30
C 0.590 -0.165 0.544 -0.12
O -0.794 -0.328 0.319 -0.34
C -1.213 0.074 -0.923 -0.17
C -0.831 1.272 -1.673 0.00
O -1.374 1.559 -2.722 -0.53
H 0.737 -1.953 1.743 0.31
H 0.423 -0.467 2.669 0.32
H 2.038 -0.774 2.002 0.38
H 0.817 0.906 0.609 0.26
H 1.133 -0.573 -0.328 0.35
H -2.279 -0.206 -1.011 0.38
H -0.306 -0.200 -1.760 0.16
H 0.092 1.739 -1.285 0.31
```

SMILES ... CCOCC=O
Total energy ... -307.60086 hartree
Lowest unoccupied orbital energy ... 0.76 eV
2S+1 ... 1
Orbital gap ... 10.067 eV
Net charge ... 0

***

Entry from the OMol25 dataset: the molecule C4H8O2 (the ωB97M-V functional and the def2-TZVPD basis).

```
14
Properties=species:S:1:pos:R:3:mulliken_charge:R:1
C -0.650 -0.879 -0.159 -0.28
C -1.596 0.311 -0.242 -0.37
O -0.723 1.385 -0.508 -0.34
C 0.386 1.200 0.299 -0.25
C 2.053 -0.542 0.139 -0.79
O 0.490 -0.255 0.501 -0.15
H -1.043 -1.709 0.438 0.26
H -0.326 -1.249 -1.137 0.29
H -2.323 0.255 -1.052 0.30
H -2.106 0.463 0.720 0.29
H 0.306 1.598 1.316 0.26
H 1.272 1.578 -0.206 0.37
H 2.224 -1.464 0.703 0.24
H 1.883 -0.826 -0.918 0.18
```

Total energy ... -307.50673 hartree
Lowest unoccupied orbital energy ... 0.73 eV
2S+1 ... 1
Orbital gap ... 7.994 eV
Net charge ... 0

***

Entry from the OMol25 dataset: a cluster of 2 separate species, C4H8O2 in total (the ωB97M-V functional and the def2-TZVPD basis).

```
14
Properties=species:S:1:pos:R:3:mulliken_charge:R:1
C -1.323 -0.460 0.882 -0.57
O -0.978 0.815 0.617 -0.34
C 0.336 1.127 0.218 -0.04
C 1.387 0.063 0.140 -0.61
C 0.689 0.484 -1.123 0.01
O -0.311 -0.289 -1.686 -0.58
H -0.608 -1.009 1.474 0.34
H -1.253 -1.651 -0.186 0.15
H -2.379 -0.469 1.139 0.33
H 0.580 2.155 0.493 0.36
H 1.199 -0.938 0.517 0.21
H 2.405 0.405 0.284 0.26
H 1.294 1.090 -1.813 0.33
H -0.674 -1.138 -1.080 0.15
```

Total energy ... -307.52154 hartree
Lowest unoccupied orbital energy ... 0.63 eV
2S+1 ... 1
Orbital gap ... 9.446 eV
Net charge ... 0

***

Entry from the OMol25 dataset: the molecule C4H8O2 (the ωB97M-V functional and the def2-TZVPD basis).

```
14
Properties=species:S:1:pos:R:3:mulliken_charge:R:1
C 2.084 0.472 -0.668 -0.71
O 0.734 0.093 -0.691 -0.28
C 0.322 -0.485 0.525 -0.59
C -1.171 -0.742 0.412 -0.14
C -1.848 0.602 0.436 -0.55
O -2.765 0.636 -0.507 -0.30
H 2.324 0.893 -1.647 0.23
H 2.741 -0.392 -0.479 0.28
H 2.279 1.230 0.106 0.30
H 0.497 0.215 1.358 0.36
H 0.887 -1.410 0.725 0.38
H -1.512 -1.247 1.328 0.30
H -1.403 -1.381 -0.452 0.27
H -3.168 1.516 -0.446 0.44
```

Total energy ... -307.57633 hartree
Lowest unoccupied orbital energy ... 1.02 eV
2S+1 ... 1
Orbital gap ... 9.544 eV
Net charge ... 0

***

Looking at energy relative to the best compared isomer or geometry (same formula, charge and spin) for the records above, in order, we have 76.1; 513.1; 161.4; 490.3; 295.9; 160.0; 292.9; 540.1; 501.2; 357.3 kJ/mol.